Record 1
Formula: C33H61BrCl6N
Source: the OMol25 dataset
Level of theory: ωB97M-V/def2-TZVPD

Values from the calculation:
LUMO level: -4.0 eV
net charge: +1
largest force on an atom: 3.1 eV/Å
spin multiplicity: 1
energy: -6683.59279 a.u.
HOMO: -0.417 Ha

Cartesian coordinates (Å):
1 C 2.37915 -4.94940 1.35327
2 C 1.75269 -3.76272 0.50818
3 C 2.84915 -2.74780 -0.04267
4 C 3.53165 -3.28436 -1.36002
5 C 4.82816 -2.44592 -1.75769
6 C 4.54073 -1.25796 -2.75686
7 C 4.11464 0.09843 -2.07063
8 C 5.30646 0.82409 -1.28891
9 C 4.89764 2.36021 -1.15080
10 C 4.05973 2.67290 0.18885
11 C 2.66704 3.27678 -0.25786
12 C 1.89070 4.07651 0.86800
13 C 0.61428 3.35160 1.44919
14 C -0.40437 2.81718 0.37199
15 C -1.23739 3.94216 -0.37194
16 C -2.68110 4.14636 0.25119
17 C -3.86720 3.85771 -0.78711
18 C -5.16787 3.57543 0.07508
19 C -6.13407 2.51275 -0.53316
20 C -6.41619 2.40871 -1.97420
21 C -7.39213 1.36991 -2.44846
22 C -7.76511 1.19194 -3.95748
23 C -8.01779 0.53420 -1.40893
24 C -7.67421 0.67326 0.02252
25 C -8.37798 -0.24294 1.06850
26 C -7.70950 -1.67006 1.27525
27 C -8.88429 -2.70745 1.62363
28 Br -6.66442 -2.32708 -0.26038
29 N -6.75797 1.64863 0.38199
30 H 1.69695 -5.84872 1.32211
31 H 2.47566 -4.68398 2.44718
32 H 3.38818 -5.27680 0.97059
33 H 1.04534 -3.18960 1.17386
34 H 1.15887 -4.20816 -0.34658
35 H 2.28276 -1.79754 -0.29444
36 H 3.59402 -2.48057 0.76339
37 H 3.83947 -4.35817 -1.17907
38 H 2.83004 -3.28083 -2.23879
39 H 5.54633 -3.16351 -2.25985
40 H 5.34645 -2.02350 -0.84787
41 H 3.72210 -1.53455 -3.49415
42 H 5.45238 -1.05760 -3.39422
43 H 3.70709 0.78453 -2.87123
44 H 3.31364 -0.10305 -1.30135
45 H 5.49177 0.33937 -0.28900
46 H 6.25458 0.71664 -1.90182
47 H 4.24418 2.64049 -2.03059
48 H 5.80362 3.03551 -1.23417
49 H 4.64993 3.38461 0.82880
50 H 3.89436 1.67520 0.68144
51 H 2.89584 4.02360 -1.08128
52 H 2.08354 2.45075 -0.74402
53 H 2.61467 4.18463 1.73625
54 H 1.69568 5.13884 0.52873
55 H 0.85834 2.53831 2.19811
56 H 0.05191 4.13424 2.05437
57 H -1.15589 2.17622 0.93275
58 H 0.03881 2.14992 -0.41243
59 H -0.67779 4.91595 -0.48722
60 H -1.39675 3.56553 -1.43128
61 H -2.80762 3.47896 1.15204
62 H -2.76834 5.20413 0.64371
63 H -4.00278 4.83763 -1.33786
64 H -3.61445 3.04815 -1.52004
65 H -4.93592 3.27552 1.13366
66 H -5.73862 4.55477 0.12716
67 H -5.94436 3.08494 -2.72756
68 H -7.99100 2.18368 -4.44921
69 H -8.68100 0.54499 -4.09652
70 H -6.89304 0.67549 -4.45726
71 H -8.75591 -0.25357 -1.69902
72 H -9.47525 -0.29758 0.81563
73 H -8.33827 0.27483 2.07861
74 H -7.05674 -1.63903 2.18313
75 H -8.89583 -2.85223 2.74229
76 H -8.74899 -3.69656 1.11126
77 H -9.90113 -2.31176 1.35136
78 H -6.54123 1.76430 1.37864
79 Cl 2.77093 -8.27864 1.60126
80 C 3.88377 -8.66465 2.93881
81 C 4.06865 -7.49865 3.88615
82 Cl 4.96529 -6.15449 3.13468
83 H 4.83210 -8.98366 2.50704
84 H 3.45174 -9.51085 3.47451
85 H 4.64673 -7.81702 4.75449
86 H 3.11195 -7.11193 4.23747
87 Cl -1.77968 -2.07910 1.71392
88 C -2.16595 -0.36914 1.40831
89 C -2.87147 -0.17232 0.08403
90 Cl -1.80127 -0.48866 -1.30264
91 H -1.23892 0.20089 1.45678
92 H -2.81185 -0.03942 2.22437
93 H -3.20801 0.86350 -0.00694
94 H -3.74319 -0.82297 -0.00543
95 Cl 10.28371 0.86345 -0.92377
96 C 9.40745 2.41372 -0.90763
97 C 9.11115 2.88780 0.49771
98 Cl 7.91031 1.85654 1.31472
99 H 8.49363 2.29135 -1.48957
100 H 10.04121 3.14093 -1.41683
101 H 8.69468 3.89557 0.46792
102 H 10.01101 2.91025 1.11191


Record 2
Formula: C33H61F2N5O6S2
Source: the OMol25 dataset
Level of theory: ωB97M-V/def2-TZVPD

Values from the calculation:
LUMO level: -0.9 eV
energy above the lowest of the compared OMol25 structures with the same formula, charge and spin: 0.0 kcal/mol
largest force on an atom: 5.0 eV/Å
spin multiplicity: 1
energy: -3015.01452 a.u.
HOMO: -0.302 Ha

Cartesian coordinates (Å):
1 C 0.11803 0.50521 0.64947
2 C 0.28388 -1.06545 0.91051
3 C 1.81115 -1.44205 1.25740
4 N 2.19743 -2.71640 0.62856
5 C 2.97260 -2.69875 -0.50220
6 C 3.55818 -1.48142 -1.30958
7 O 4.62567 -0.93366 -1.00579
8 O 2.82071 -1.10483 -2.31269
9 N 3.21274 -4.03042 -0.96054
10 C 2.50775 -4.74966 0.00600
11 N 2.47592 -6.09429 -0.09171
12 F 3.16176 -6.61484 -1.15142
13 C 1.79231 -7.07100 0.73952
14 C 2.64206 -7.69052 1.92165
15 C 3.77578 -6.78174 2.52563
16 F 1.81740 -8.15914 2.99868
17 N 1.89573 -4.00446 0.99952
18 C 1.11191 -4.30192 2.20005
19 C -0.47087 -4.42338 1.94001
20 C -0.85601 -4.63124 0.42261
21 S -2.50282 -5.47022 0.21287
22 C -3.78309 -4.32016 0.84461
23 S -3.48805 -2.69605 0.72154
24 N -4.94166 -4.94086 1.43147
25 C -5.44351 -4.21790 2.62725
26 C -4.25121 -4.23612 3.70838
27 C -6.00785 -5.23876 0.43676
28 C -6.35904 -4.03490 -0.55001
29 H 0.14131 0.74354 -0.45616
30 H 0.98305 1.05219 1.13826
31 H -0.83005 0.92596 1.11018
32 H -0.03936 -1.57112 -0.04211
33 H -0.34268 -1.38091 1.80111
34 H 2.42441 -0.57240 0.87218
35 H 1.90532 -1.42175 2.37601
36 H 0.78438 -6.72736 1.12987
37 H 1.53248 -7.93736 0.05325
38 H 3.13338 -8.62583 1.51360
39 H 3.99711 -5.83536 1.96836
40 H 4.73307 -7.38992 2.49934
41 H 3.60046 -6.58140 3.62740
42 H 1.51352 -5.23973 2.67422
43 H 1.22142 -3.48744 2.97844
44 H -0.81082 -5.35040 2.49701
45 H -1.03368 -3.55783 2.40310
46 H -0.13608 -5.28468 -0.15298
47 H -0.84543 -3.63435 -0.11733
48 H -5.69919 -3.14443 2.40342
49 H -6.27710 -4.80653 3.09331
50 H -3.57204 -3.34703 3.61346
51 H -3.61460 -5.13927 3.44108
52 H -4.61584 -4.41849 4.75348
53 H -5.60007 -6.06723 -0.22539
54 H -6.94895 -5.59795 0.95157
55 H -7.44067 -4.16582 -0.86509
56 H -5.75589 -4.07741 -1.50580
57 H -6.18937 -3.04238 -0.05571
58 C -3.81628 4.61099 1.05432
59 C -3.72758 4.00166 -0.33001
60 C -2.50298 3.11454 -0.20461
61 O -2.43989 2.68373 1.16372
62 C -3.36846 3.45875 1.93459
63 H -4.81043 4.97980 1.30927
64 H -3.11028 5.44292 1.13969
65 H -4.61306 3.39115 -0.52379
66 H -3.64052 4.73719 -1.12908
67 H -1.58487 3.67018 -0.42410
68 H -2.54760 2.24318 -0.86118
69 H -4.21088 2.80922 2.19687
70 H -2.88885 3.79583 2.85574
71 C 7.47653 1.85332 0.61030
72 C 6.32361 1.92673 -0.37084
73 C 5.20211 2.45417 0.49922
74 O 5.80962 3.28028 1.50494
75 C 7.22772 3.07421 1.47854
76 H 8.45900 1.86097 0.13651
77 H 7.39397 0.94289 1.21190
78 H 6.55481 2.64882 -1.16048
79 H 6.08468 0.97261 -0.84040
80 H 4.67580 1.63915 1.00755
81 H 4.47367 3.03961 -0.06593
82 H 7.68917 3.96949 1.04604
83 H 7.59978 2.94909 2.49772
84 C -6.34054 5.54843 -4.70811
85 C -7.66452 5.03135 -4.18188
86 C -7.21735 4.08592 -3.08186
87 O -5.98690 4.60719 -2.56210
88 C -5.51184 5.63682 -3.43983
89 H -6.41782 6.50105 -5.23313
90 H -5.90110 4.81576 -5.39166
91 H -8.24145 5.85670 -3.75385
92 H -8.27873 4.54334 -4.93936
93 H -7.01794 3.08352 -3.47561
94 H -7.94960 4.00374 -2.27608
95 H -5.65666 6.59950 -2.93741
96 H -4.44475 5.49792 -3.62479
97 C 5.61165 5.47801 -2.12378
98 C 5.20910 6.67363 -1.28424
99 C 6.06901 7.77579 -1.87619
100 O 6.26241 7.45249 -3.25919
101 C 5.82156 6.10755 -3.48847
102 H 4.86992 4.67848 -2.13332
103 H 6.55516 5.06543 -1.75346
104 H 4.15011 6.89896 -1.44341
105 H 5.37062 6.53474 -0.21459
106 H 7.05417 7.81136 -1.39853
107 H 5.60576 8.76105 -1.79151
108 H 4.88368 6.15322 -4.05266
109 H 6.56229 5.57516 -4.08803